# 1
{"formula": "C26H30BrN2O7P2Tl", "method": "the ωB97M-V functional and the def2-TZVPD basis", "lumo_ev": -1.23, "total_charge": 0, "de_lowest_kcal_mol": 28.90, "fmax_ev_per_a": 0.54, "species": ["Tl", "C", "C", "C", "C", "C", "C", "C", "C", "N", "C", "C", "C", "C", "N", "C", "C", "C", "C", "C", "C", "C", "C", "H", "H", "H", "H", "H", "H", "H", "H", "H", "H", "H", "H", "H", "H", "H", "H", "H", "H", "H", "H", "H", "H", "H", "H", "O", "P", "O", "O", "O", "P", "O", "O", "O", "H", "H", "Br", "C", "C", "C", "C", "C", "C", "H", "H", "H", "H"], "xyz": [[0.0997, -1.2905, 0.5123], [2.2291, 1.0524, -2.3682], [2.8450, 1.7297, -1.1737], [4.1627, 2.1659, -1.1872], [4.7174, 2.8023, -0.0871], [3.9485, 3.0134, 1.0448], [2.6247, 2.5938, 1.0993], [1.8056, 2.8172, 2.3448], [2.0880, 1.9574, -0.0223], [0.7584, 1.4615, 0.0102], [-0.2218, 2.2429, -0.1196], [-0.1023, 3.7257, -0.3626], [-1.6103, 1.6528, -0.0491], [-2.7577, 2.5946, -0.2885], [-1.7774, 0.4216, 0.2491], [-3.0949, -0.1242, 0.2334], [-3.8100, -0.2212, -0.9590], [-3.2308, 0.1724, -2.2937], [-5.0835, -0.7797, -0.9036], [-5.6248, -1.2236, 0.2893], [-4.8762, -1.1503, 1.4551], [-3.5984, -0.6170, 1.4390], [-2.7429, -0.6112, 2.6739], [3.0026, 0.6583, -3.0256], [1.6248, 1.7560, -2.9478], [1.5740, 0.2319, -2.0736], [4.7624, 1.9961, -2.0734], [5.7511, 3.1209, -0.1089], [4.3787, 3.5058, 1.9093], [2.4455, 2.8135, 3.2263], [1.0441, 2.0468, 2.4711], [1.2960, 3.7844, 2.3168], [0.9400, 4.0009, -0.4962], [-0.5040, 4.2898, 0.4811], [-0.6625, 4.0183, -1.2516], [-2.5725, 3.5537, 0.1893], [-3.6849, 2.1751, 0.0916], [-2.8835, 2.7783, -1.3582], [-2.1422, 0.2156, -2.2741], [-3.6200, 1.1363, -2.6327], [-3.5044, -0.5726, -3.0393], [-5.6483, -0.8732, -1.8241], [-6.6219, -1.6438, 0.3084], [-5.2809, -1.5333, 2.3839], [-3.2788, -1.0358, 3.5205], [-2.3984, 0.3888, 2.9421], [-1.8535, -1.2350, 2.5149], [-2.3537, -3.0900, -2.5587], [-1.3165, -2.8698, -1.3719], [-0.3833, -1.7335, -1.7404], [-2.0096, -2.5932, -0.0523], [-0.5375, -4.2433, -1.2618], [-0.0816, -4.7918, 0.2674], [-1.5008, -5.1888, 0.8922], [0.7985, -5.9430, 0.1014], [0.4169, -3.5305, 0.9678], [-2.9764, -3.7963, -2.3503], [-2.0333, -4.3775, 0.9322], [6.8522, -1.9323, 0.2512], [4.9736, -1.7457, 0.4075], [4.1633, -2.1541, -0.6383], [2.7896, -1.9742, -0.5405], [2.2759, -1.3846, 0.6019], [3.0722, -1.0117, 1.6639], [4.4470, -1.1923, 1.5612], [4.5920, -2.6167, -1.5164], [2.1441, -2.3073, -1.3439], [2.6580, -0.5860, 2.5679], [5.0976, -0.9002, 2.3739]], "forces_ev_per_angstrom": [[0.1, 0.1, -0.5], [0.0, 0.0, 0.1], [-0.1, -0.1, 0.0], [0.0, 0.0, 0.0], [0.0, 0.0, 0.0], [0.0, 0.0, 0.0], [-0.1, -0.1, 0.1], [0.0, 0.0, -0.1], [0.1, 0.0, 0.0], [0.0, -0.2, 0.0], [-0.1, 0.3, -0.1], [0.0, -0.1, 0.0], [-0.2, -0.1, 0.2], [0.0, 0.0, 0.0], [0.4, -0.1, 0.0], [-0.1, 0.0, 0.1], [0.0, -0.1, -0.1], [0.0, 0.0, 0.0], [0.0, 0.0, 0.0], [0.0, 0.0, 0.0], [0.0, 0.0, 0.0], [0.1, 0.1, 0.1], [0.0, 0.0, -0.1], [0.0, 0.0, 0.0], [0.0, 0.0, 0.0], [0.0, 0.0, 0.0], [0.0, 0.0, 0.0], [0.0, 0.0, 0.0], [0.0, 0.0, 0.0], [0.0, 0.0, 0.0], [0.0, 0.0, 0.0], [0.0, 0.0, 0.0], [0.0, 0.0, 0.0], [0.0, 0.0, 0.0], [0.0, 0.0, 0.0], [0.0, 0.0, 0.0], [0.0, 0.0, 0.0], [0.1, 0.0, 0.0], [0.0, 0.0, 0.0], [0.0, 0.0, 0.0], [0.0, 0.0, 0.0], [0.0, 0.0, 0.0], [0.0, 0.0, 0.0], [0.0, 0.0, 0.0], [0.0, 0.0, 0.0], [0.0, 0.0, 0.0], [0.0, 0.0, 0.0], [0.1, 0.1, 0.0], [-0.1, -0.2, -0.1], [0.1, 0.0, 0.1], [0.1, 0.2, 0.1], [-0.2, 0.0, 0.1], [0.3, 0.1, 0.1], [0.0, 0.0, -0.1], [-0.1, 0.0, 0.0], [-0.1, -0.1, 0.0], [0.0, -0.1, 0.0], [0.0, 0.0, 0.1], [0.0, 0.0, 0.0], [0.0, 0.0, 0.0], [0.0, 0.0, 0.0], [0.1, 0.0, 0.1], [-0.5, 0.1, 0.1], [0.1, 0.1, 0.0], [0.0, 0.1, 0.0], [0.0, 0.0, 0.0], [0.0, 0.0, 0.0], [0.0, 0.0, 0.0], [0.0, 0.0, 0.0]], "mulliken_charge": [1.479, -1.514, 1.449, -0.833, -0.943, -0.827, 1.553, -1.848, -1.226, 0.655, 0.730, -2.067, 1.158, -2.205, 0.375, -0.432, 1.668, -1.994, -0.911, -0.951, -1.064, 1.119, -1.259, 0.446, 0.320, 0.203, 0.444, 0.437, 0.462, 0.531, 0.274, 0.304, 0.419, 0.412, 0.467, 0.621, 0.433, 0.346, 0.230, 0.425, 0.515, 0.480, 0.424, 0.413, 0.457, 0.246, 0.192, -0.582, 0.607, -0.390, -0.350, -0.365, 0.785, -0.601, -0.743, -0.448, 0.308, 0.421, -0.197, -0.062, -0.660, -0.572, 0.516, -0.510, -0.596, 0.489, 0.419, 0.450, 0.470]}

# 2
{"formula": "C5H14ClIr2", "method": "the ωB97M-V functional and the def2-TZVPD basis", "lumo_ev": [-0.51, -2.90], "total_charge": 0, "de_lowest_kcal_mol": 16.43, "spin_multiplicity": 10, "fmax_ev_per_a": 5.51, "species": ["Ir", "Cl", "C", "C", "H", "H", "H", "H", "H", "H", "Ir", "C", "C", "H", "H", "H", "H", "H", "C", "H", "H", "H"], "xyz": [[1.3124, -1.4788, -2.5478], [2.1622, -2.0759, -4.5961], [2.2592, 0.2699, -2.5431], [-0.4934, -0.9669, -3.2608], [2.1609, 0.6826, -3.5561], [1.9790, 1.0323, -1.8031], [3.3225, 0.0121, -2.4062], [-0.2747, -0.3995, -4.1760], [-1.2498, -0.4264, -2.6658], [-0.9559, -1.9041, -3.6140], [0.0201, 0.0534, -0.5910], [-1.3433, -1.0307, 0.4484], [-0.8191, 1.7484, -0.5263], [-2.3129, -0.7906, 0.0263], [-1.3146, -2.1323, 0.5359], [-1.3387, -0.6323, 1.4888], [-1.5417, 1.8234, -1.4094], [-0.0589, 2.5588, -0.7712], [0.8557, -0.0841, 1.1962], [0.2699, 0.6143, 1.8291], [1.8829, 0.2951, 1.1593], [0.8904, -1.0186, 1.7867]], "forces_ev_per_angstrom": [[0.6, -1.9, 0.0], [0.2, -0.6, -0.1], [2.3, 2.2, 0.0], [-2.5, 0.0, -1.3], [-0.1, 0.0, 0.2], [0.1, -0.1, -0.2], [-0.1, 0.3, 0.0], [-0.1, 0.1, 0.3], [0.2, -0.3, -0.3], [-0.1, 0.2, 0.2], [1.4, -2.9, -1.1], [-2.5, -1.7, 1.6], [-0.8, 4.3, -3.4], [-0.6, 0.1, -0.1], [0.3, 0.3, -0.2], [-0.3, -0.3, -0.8], [0.0, 0.2, 1.4], [-0.9, -0.3, 1.0], [2.3, 0.3, 3.5], [0.4, -0.1, -0.3], [0.2, 0.1, 0.1], [0.0, 0.2, -0.6]], "mulliken_charge": [1.304, -0.455, -1.506, -1.392, 0.442, 0.370, 0.365, 0.422, 0.317, 0.355, 0.777, -1.388, -1.013, 0.416, 0.338, 0.316, 0.316, 0.317, -1.405, 0.375, 0.352, 0.377]}

# 3
{"formula": "C21H28N4O2S", "method": "the ωB97M-V functional and the def2-TZVPD basis", "lumo_ev": 0.66, "total_charge": 0, "de_lowest_kcal_mol": 24.17, "smiles": "COc1ccc(-c2csc(N3CCC(C(N)=O)(N4CCCCC4)CC3)n2)cc1", "fmax_ev_per_a": 1.11, "species": ["C", "O", "C", "C", "C", "C", "C", "C", "S", "C", "N", "C", "C", "C", "C", "N", "O", "N", "C", "C", "C", "C", "C", "C", "C", "N", "C", "C", "H", "H", "H", "H", "H", "H", "H", "H", "H", "H", "H", "H", "H", "H", "H", "H", "H", "H", "H", "H", "H", "H", "H", "H", "H", "H", "H", "H"], "xyz": [[8.5803, 1.6348, 0.0416], [7.3838, 1.7241, -0.6913], [6.3532, 0.8955, -0.3605], [5.1892, 1.0369, -1.1188], [4.0901, 0.2512, -0.8637], [4.1111, -0.7036, 0.1563], [2.9256, -1.5114, 0.4027], [2.7542, -2.4330, 1.3924], [1.1795, -3.1425, 1.3236], [0.8552, -2.1144, -0.0839], [-0.3009, -2.2202, -0.7768], [-1.4891, -2.7548, -0.1577], [-2.2779, -1.6686, 0.5793], [-2.6678, -0.5238, -0.3745], [-3.7510, -1.0780, -1.3194], [-3.6944, -0.7167, -2.6229], [-4.6572, -1.7697, -0.9028], [-3.2361, 0.6234, 0.3622], [-4.1498, 0.3192, 1.4537], [-4.3677, 1.5692, 2.3056], [-4.9476, 2.7007, 1.4684], [-4.0305, 2.9309, 0.2754], [-3.8537, 1.6254, -0.4955], [-1.3737, -0.0408, -1.0590], [-0.6064, -1.1796, -1.7336], [1.8362, -1.3509, -0.4118], [5.2760, -0.8412, 0.9049], [6.3855, -0.0547, 0.6546], [9.0388, 0.6450, -0.0541], [9.2461, 2.3816, -0.3883], [8.4213, 1.8604, 1.1013], [5.1777, 1.7762, -1.9043], [3.1905, 0.3607, -1.4481], [3.4314, -2.7456, 2.1591], [-1.2098, -3.5481, 0.5379], [-2.1118, -3.1905, -0.9455], [-3.1780, -2.1315, 0.9812], [-1.6727, -1.2679, 1.3940], [-4.4560, -0.9987, -3.2194], [-3.0096, -0.0837, -2.9910], [-3.7160, -0.4478, 2.0910], [-5.1179, -0.0497, 1.0769], [-5.0335, 1.3230, 3.1342], [-3.4063, 1.8817, 2.7170], [-5.0397, 3.6105, 2.0642], [-5.9440, 2.4235, 1.1158], [-4.4428, 3.6914, -0.3904], [-3.0534, 3.2683, 0.6243], [-3.2182, 1.8146, -1.3611], [-4.8415, 1.2916, -0.8604], [-1.5572, 0.7505, -1.7851], [-0.7439, 0.3873, -0.2763], [0.3345, -0.8111, -2.1430], [-1.2004, -1.6333, -2.5331], [5.3272, -1.5728, 1.6966], [7.2692, -0.1931, 1.2581]], "forces_ev_per_angstrom": [[0.2, 0.0, 0.1], [-0.3, 0.0, -0.1], [-0.2, 0.0, -0.1], [0.3, 0.1, 0.1], [0.0, -0.1, 0.1], [0.4, 0.3, -0.1], [-0.3, -0.8, 0.7], [0.0, 0.1, -0.2], [0.0, 0.5, -0.4], [0.2, -0.8, 0.8], [-0.2, -0.1, -0.3], [-0.2, 0.0, 0.3], [-0.1, -0.1, -0.2], [0.2, 0.0, 0.3], [0.2, 0.1, -0.1], [0.0, 0.0, -0.4], [-0.2, -0.2, 0.2], [0.0, -0.2, -0.1], [0.0, 0.0, 0.4], [-0.2, -0.1, -0.1], [0.3, 0.1, 0.1], [-0.3, -0.1, -0.1], [0.2, 0.4, 0.0], [-0.1, -0.3, -0.1], [0.1, 0.3, -0.2], [-0.1, 0.5, -0.5], [-0.3, 0.0, -0.2], [0.3, 0.2, 0.0], [0.0, 0.0, 0.0], [0.0, -0.1, 0.1], [0.0, 0.0, 0.0], [0.0, 0.1, -0.1], [-0.1, 0.0, -0.1], [0.2, 0.0, 0.2], [-0.1, 0.0, -0.1], [0.0, -0.1, 0.1], [0.0, 0.1, 0.1], [0.0, 0.1, 0.1], [0.0, 0.0, 0.1], [0.0, 0.0, 0.1], [-0.1, 0.0, -0.1], [0.0, 0.0, 0.0], [0.0, 0.0, 0.1], [0.0, 0.0, 0.1], [-0.1, 0.0, 0.0], [-0.1, 0.0, 0.0], [0.0, 0.0, 0.0], [0.1, 0.1, 0.0], [-0.1, -0.1, 0.0], [0.1, 0.0, 0.0], [0.0, 0.1, 0.0], [0.0, 0.0, 0.0], [-0.2, 0.0, -0.1], [0.1, 0.0, 0.0], [0.0, -0.1, 0.1], [0.1, 0.0, 0.0]], "mulliken_charge": [-0.837, -0.456, 0.835, -0.559, -0.450, 0.705, -0.194, -0.603, -0.263, 0.727, 0.077, -1.901, -1.160, 1.667, -0.216, -0.165, -0.637, 0.163, -0.533, -0.909, -0.699, -0.919, -0.428, -1.455, -1.062, -0.294, -1.028, -0.357, 0.335, 0.240, 0.336, 0.417, 0.477, 0.419, 0.547, 0.444, 0.776, 0.429, 0.283, 0.231, 0.380, 0.299, 0.399, 0.317, 0.351, 0.316, 0.377, 0.339, 0.326, 0.269, 0.454, 0.604, 0.490, 0.469, 0.237, 0.392]}

Question: Number 1 is which compound?
Answer: C26H30BrN2O7P2Tl